(1)
Molecular formula: C22H23Cl2N3O7
Method: DFT, wB97M-V/def2-TZVPD

The geometry in XYZ format:
```
57
C22H23Cl2N3O7 (wB97M-V/def2-TZVPD)
C 2.627 0.067 6.439
N 2.488 -0.958 5.409
C 2.775 -0.778 4.115
O 3.215 0.289 3.693
C 2.582 -1.953 3.134
C 1.105 -2.180 2.767
C 0.415 -0.955 2.196
C 0.463 -0.697 0.811
C -0.161 0.450 0.282
C -0.845 1.340 1.139
O -1.466 2.445 0.649
C -0.890 1.080 2.524
C -0.261 -0.063 3.051
N 3.210 -3.232 3.520
C 2.944 -3.985 4.590
C 3.767 -5.242 4.735
O 2.088 -3.720 5.423
H 2.509 -0.376 7.429
H 1.870 0.840 6.294
H 3.615 0.528 6.367
H 2.150 -1.877 5.681
H 3.074 -1.631 2.215
H 0.558 -2.500 3.655
H 1.043 -2.986 2.035
H 0.988 -1.376 0.153
H -0.111 0.659 -0.773
H -1.261 2.624 -0.281
H -1.407 1.773 3.171
H -0.291 -0.250 4.116
H 3.941 -3.565 2.914
H 3.483 -5.746 5.658
H 3.572 -5.899 3.889
H 4.823 -4.983 4.772
O -2.267 -1.759 -2.427
C -3.166 -0.940 -2.339
O -4.299 -1.154 -1.642
C -3.039 0.410 -3.029
C -1.650 0.652 -3.631
N -1.547 2.035 -4.082
C -1.382 3.145 -3.272
O -1.214 3.059 -2.059
O -1.433 4.287 -3.998
C -1.632 3.886 -5.291
C -1.753 4.670 -6.438
C -1.952 4.054 -7.681
Cl -2.099 5.041 -9.115
C -2.030 2.651 -7.764
Cl -2.267 1.858 -9.302
C -1.913 1.874 -6.604
C -1.710 2.502 -5.373
H -4.195 -2.031 -1.243
H -3.797 0.479 -3.812
H -3.257 1.177 -2.282
H -1.477 -0.039 -4.463
H -0.872 0.455 -2.887
H -1.688 5.751 -6.364
H -1.974 0.793 -6.674
```

Highest occupied orbital energy, eV: -7.9

(2)
Molecular formula: H7NP4
Method: DFT, wB97M-V/def2-TZVPD

The geometry in XYZ format:
```
12
H7NP4 (wB97M-V/def2-TZVPD)
N -1.904 -1.361 -1.342
P 2.533 0.238 0.518
P -1.560 1.313 1.071
P 0.886 0.361 -0.859
P -0.581 -0.591 0.506
H -2.596 -1.980 -0.918
H -1.025 -1.828 -1.735
H 2.263 1.544 0.899
H 3.130 0.778 -0.775
H -2.160 0.594 2.206
H -0.267 1.736 1.905
H 1.282 -0.806 -1.475
```

Energy relative to the best compared isomer or geometry (same formula, charge and spin), kcal/mol: 34.6
Highest occupied orbital energy, eV: -8.5

(3)
Molecular formula: C5H11N5O
Method: DFT, wB97M-V/def2-TZVPD

The geometry in XYZ format:
```
22
C5H11N5O (wB97M-V/def2-TZVPD)
N 1.253 -0.047 -2.061
C 0.055 0.171 -1.632
N -1.059 0.278 -2.300
C -0.140 0.225 -0.001
N -1.088 1.304 0.550
C -0.647 -1.158 0.436
C -0.217 -1.400 1.970
N 0.800 -0.935 2.490
C 1.694 -0.131 1.910
O 2.828 0.081 2.135
N 1.128 0.466 0.669
H 1.802 -0.085 -1.248
H 1.569 -0.124 -2.990
H -2.028 0.662 -2.141
H -0.859 -0.202 -3.262
H -1.174 1.030 1.519
H -2.031 1.309 0.093
H -0.705 2.297 0.594
H -0.210 -1.887 -0.038
H -1.676 -1.192 0.476
H -1.018 -1.865 2.510
H 1.724 1.202 0.317
```

Energy relative to the best compared isomer or geometry (same formula, charge and spin), kcal/mol: 111.0
Charge: +2
Highest occupied orbital energy, eV: -17.6

(4)
Molecular formula: C20H42BrCsLiNaO12P2
Method: DFT, wB97M-V/def2-TZVPD

The geometry in XYZ format:
```
80
C20H42BrCsLiNaO12P2 (wB97M-V/def2-TZVPD)
C 4.876 3.443 1.006
C 3.437 2.872 0.705
O 2.437 3.880 0.864
C 1.182 3.373 0.382
C 0.520 2.507 1.549
C 0.685 0.992 1.148
C -0.417 0.010 1.714
C -1.731 -0.100 0.804
C -2.272 1.282 0.228
P -3.577 1.948 1.429
P -3.990 4.044 1.009
O -4.163 4.239 -0.505
O -2.585 4.925 1.536
O -5.395 4.622 1.715
H 5.656 2.702 0.698
H 4.957 3.615 2.108
H 5.008 4.404 0.449
H 3.222 2.055 1.437
H 3.462 2.477 -0.372
H 0.562 4.264 0.082
H 1.338 2.746 -0.547
H 1.019 2.765 2.552
H -0.554 2.853 1.622
H 1.672 0.646 1.579
H 0.762 0.817 0.040
H 0.042 -1.020 1.687
H -0.658 0.182 2.803
H -2.528 -0.535 1.474
H -1.497 -0.779 -0.056
H -2.807 1.125 -0.753
H -4.823 1.281 1.134
H -2.343 4.487 2.402
H -6.028 4.898 1.036
C 0.235 -4.682 -1.351
C 0.786 -5.071 -0.136
C 1.394 -4.131 0.687
C 1.442 -2.798 0.300
C 0.887 -2.408 -0.914
C 0.288 -3.349 -1.743
H -0.236 -5.418 -1.991
H 0.741 -6.109 0.170
H 1.828 -4.437 1.631
H 1.911 -2.063 0.944
H 0.921 -1.365 -1.211
H -0.140 -3.045 -2.691
Cs -1.567 4.263 3.899
C -4.534 -4.085 -0.076
C -5.518 -3.448 0.866
O -4.860 -3.537 2.120
C -3.523 -3.635 1.870
O -2.673 -3.548 2.703
O -3.285 -3.823 0.543
H -4.570 -3.650 -1.076
H -4.670 -5.168 -0.153
H -5.697 -2.393 0.633
H -6.474 -3.972 0.892
Na 2.756 1.019 -1.541
O -1.114 -7.733 -1.788
H -1.751 -7.556 -1.085
H -0.538 -8.408 -1.416
Br -3.061 -5.981 2.743
C 2.160 4.254 -4.526
O 3.273 3.383 -4.704
H 1.679 4.015 -3.578
H 2.499 5.293 -4.506
H 1.442 4.113 -5.337
H 3.679 3.611 -5.544
O 6.888 -3.534 1.348
C 6.315 -2.370 1.360
C 5.117 -2.352 0.221
O 4.546 -1.175 0.220
H 6.946 -1.494 1.127
H 5.819 -2.062 2.298
H 4.479 -3.218 0.458
H 5.602 -2.674 -0.716
Li -0.345 3.536 -1.574
O -3.518 5.235 -3.066
H -3.092 4.678 -3.774
H -3.502 4.767 -2.183
H -4.433 5.503 -3.317
```

Highest occupied orbital energy, eV: -4.4

(5)
Molecular formula: C5H10O2
Method: DFT, wB97M-V/def2-TZVPD

The geometry in XYZ format:
```
17
C5H10O2 (wB97M-V/def2-TZVPD)
C 1.015 -1.999 -0.048
C 0.401 -0.834 -0.794
O -0.876 -1.248 -1.242
C 0.343 0.422 0.070
C -0.763 1.417 -0.218
C -0.652 1.711 1.260
O -0.208 0.334 1.422
H 1.051 -2.879 -0.695
H 2.029 -1.758 0.285
H 0.396 -2.220 0.825
H 1.034 -0.575 -1.665
H -1.356 -0.463 -1.535
H 1.349 0.859 0.163
H -0.755 2.159 -1.026
H -1.601 0.703 -0.133
H -1.576 1.998 1.772
H 0.169 2.373 1.559
```

Energy relative to the best compared isomer or geometry (same formula, charge and spin), kcal/mol: 61.7
Highest occupied orbital energy, eV: -10.0

(6)
Molecular formula: CH11NO4
Method: DFT, wB97M-V/def2-TZVPD

The geometry in XYZ format:
```
17
CH11NO4 (wB97M-V/def2-TZVPD)
C 0.246 -1.915 0.043
N -0.550 -0.761 0.333
H 0.927 -1.693 -0.782
H 0.819 -2.142 0.942
H -0.415 -2.755 -0.201
H -1.343 -0.527 -0.333
H -3.145 0.743 -1.473
O -2.237 0.523 -1.242
H -1.859 2.738 0.751
H -1.635 1.516 -0.210
O -1.153 2.243 0.321
H 2.688 -0.163 1.992
H 0.075 0.041 0.531
O 2.090 -0.426 1.288
H 1.640 1.596 -0.940
H 2.033 0.325 -0.038
O 1.819 0.657 -0.981
```

Energy relative to the best compared isomer or geometry (same formula, charge and spin), kcal/mol: 37.1
Charge: -1
Highest occupied orbital energy (spin up / spin down), eV: -4.5 / -4.4
2S+1: 2

What maximum force values result from the calculations? In sequence: 3.2 3.9 6.5 6.7 1.4 2.6 eV/Å.
What electronic energy values result from the calculations? In sequence: -67037.5010 -38755.1928 -14842.2536 -139763.9075 -9440.3669 -10893.5210 eV.